1.
# C29H24AuBrN8O2Se

C29H24AuBrN8O2Se as an isolated structure (ωB97M-V with the def2-TZVPD basis set, the OMol25 dataset).

- Charge: +2
- LUMO (spin up / spin down): -0.3285 / -0.3286 hartree
- HOMO level (spin up / spin down): -0.4363 / -0.4363 hartree
- Kohn-Sham gap (spin up / spin down): 2.9 / 2.9 eV
- Energy: -6818.600851 hartree
- ΔE to the lowest compared entry with this formula, charge and spin: 68.69 kJ/mol
- Spin multiplicity: 1

Last column: Löwdin charge in e.
CARTESIAN COORDINATES (ANGSTROEM)
Au 0.6077 -0.8095 -0.1388  1.36
Se 6.9592 -4.9963 0.5143  1.26
N 6.7142 -3.2584 0.2830  -0.19
C 5.4365 -3.1244 0.1077  -0.34
C 4.7970 -1.8213 -0.1304  -0.06
C 5.5133 -0.6382 -0.3265  0.07
C 4.8387 0.5388 -0.5559  0.02
C 3.4515 0.5266 -0.5601  -0.06
N 2.7666 -0.6017 -0.3820  0.01
C 3.4199 -1.7740 -0.1921  -0.13
C 2.6015 -3.0010 -0.1384  -0.12
N 1.2564 -2.8578 -0.2865  0.00
C 0.4710 -3.9371 -0.3583  -0.06
C 0.9986 -5.2184 -0.2679  0.02
C 2.3551 -5.3742 -0.0885  0.07
C 3.1787 -4.2481 -0.0231  -0.06
C 4.6356 -4.3271 0.1521  -0.35
N 5.2554 -5.4468 0.3606  -0.19
H 6.5975 -0.6747 -0.2999  0.14
H 5.3661 1.4693 -0.7294  0.14
H 2.8773 1.4348 -0.7080  0.11
H -0.5935 -3.7708 -0.5007  0.11
H 0.3356 -6.0722 -0.3402  0.14
H 2.8100 -6.3590 -0.0054  0.14
C 1.0558 4.2739 1.9799  0.02
C 0.7806 3.2834 0.8870  -0.25
C 0.7195 3.4290 -0.4852  0.05
C 0.4534 2.1567 -1.0136  -0.34
N 0.3615 1.2800 -0.0140  -0.08
N 0.6139 1.9721 1.1283  0.07
C 0.2912 1.7439 -2.4450  0.00
H 1.0378 5.2861 1.5760  0.10
H 2.0439 4.0990 2.4142  0.09
H 0.3151 4.2104 2.7824  0.10
H 0.8160 4.3552 -1.0433  0.14
H 0.4174 1.5485 2.0161  0.16
H 0.1495 2.6191 -3.0735  0.10
H -0.5846 1.1005 -2.5594  0.06
H 1.1780 1.2146 -2.8138  0.08
N -1.8550 -1.8199 -2.0008  0.17
C -2.2407 -1.8922 -0.6877  -0.39
C -3.4692 -2.4598 -0.3449  0.02
C -3.8015 -2.6169 0.9750  0.00
C -2.9155 -2.2102 1.9825  -0.03
C -1.7307 -1.6644 1.5983  -0.12
N -1.3846 -1.5108 0.2880  -0.03
H -2.5753 -1.9633 -2.6841  0.12
H -1.2198 -1.0851 -2.2475  0.06
H -4.1493 -2.7535 -1.1361  0.14
H -4.7565 -3.0591 1.2384  0.13
H -3.1547 -2.3134 3.0362  0.13
H -1.0038 -1.3224 2.3327  0.12
Br -3.7651 6.5645 -1.3206  0.76
C -4.1945 4.9754 -0.4185  -0.70
C -5.4252 4.8434 0.2012  -0.12
C -5.7358 3.6586 0.8629  -0.06
C -4.8222 2.6101 0.9160  -0.04
C -3.6230 2.7920 0.2613  -0.14
C -3.2664 3.9469 -0.4059  -0.10
C -2.5472 1.5843 0.2426  -0.61
O -2.0718 1.4434 1.3955  -0.03
O -2.3992 1.0539 -0.8794  -0.03
H -6.1359 5.6617 0.1754  0.11
H -6.6929 3.5557 1.3617  0.11
H -5.0468 1.6981 1.4579  0.11
H -2.3165 4.0525 -0.9215  0.10


2.
# C29H24BClIrO2P

C29H24BClIrO2P as an isolated structure (ωB97M-V with the def2-TZVPD basis set, the OMol25 dataset).

- Charge: +1
- LUMO (spin up / spin down): -0.0997 / -0.2070 hartree
- <S²>: 8.78
- HOMO level (spin up / spin down): -0.2802 / -0.3767 hartree
- Kohn-Sham gap (spin up / spin down): 4.9 / 4.6 eV
- Energy: -2200.270691 hartree
- Spin multiplicity: 6

Last column: Löwdin charge in e.
CARTESIAN COORDINATES (ANGSTROEM)
C -0.7488 -2.0116 2.5430  -0.21
C -0.6351 -2.4772 1.1876  -0.14
C 0.6983 -2.8304 0.9224  -0.18
H -1.4611 -2.5376 0.4757  0.10
C 1.4912 -2.6215 2.1463  -0.26
C 0.5608 -2.1649 3.2005  -0.27
H 0.8171 -1.8689 4.2115  0.12
H -1.6702 -1.6827 3.0242  0.12
H 1.0901 -3.2201 -0.0333  0.11
H 2.5776 -2.7551 2.2372  0.12
Ir 0.9072 -0.6607 1.9428  1.26
Cl 1.9658 1.0693 0.8648  0.15
P 0.2220 -0.0686 -1.8144  1.18
C 1.4957 -1.1937 -2.3382  -0.38
C 1.1748 -1.9874 -3.4568  -0.09
H 0.1543 -1.9067 -3.8733  0.12
C 2.1761 -2.7717 -4.0083  -0.06
H 1.9267 -3.3414 -4.9026  0.12
C 3.4390 -2.7858 -3.4047  -0.05
H 4.2090 -3.4054 -3.8648  0.12
C 3.7420 -2.0528 -2.2459  -0.05
H 4.7304 -2.0968 -1.7968  0.12
C 2.7583 -1.2512 -1.6812  -0.09
H 2.9487 -0.6256 -0.7885  0.05
C -1.4551 -0.5840 -2.1810  -0.33
C -1.8205 -1.9610 -2.0456  -0.11
H -1.0853 -2.6917 -1.6539  0.11
C -3.0845 -2.3377 -2.4755  -0.05
H -3.3528 -3.3939 -2.4492  0.12
C -3.9541 -1.3494 -2.9660  -0.05
H -4.9179 -1.6501 -3.3440  0.11
C -3.6474 0.0164 -2.9664  -0.05
H -4.3322 0.7928 -3.3355  0.12
C -2.4060 0.4287 -2.4955  -0.06
H -2.0816 1.4830 -2.4465  0.12
C 0.5697 1.6546 -2.1633  -0.39
C 1.1509 1.8210 -3.4321  -0.08
H 1.3757 0.8929 -4.0069  0.12
C 1.3310 3.1159 -3.8918  -0.06
H 1.7252 3.2215 -4.9064  0.12
C 0.9935 4.1794 -3.0366  -0.05
H 1.1475 5.1785 -3.4233  0.11
C 0.4893 4.0240 -1.7343  -0.05
H 0.2490 4.8805 -1.0958  0.12
C 0.2841 2.7269 -1.2634  -0.12
H -0.0732 2.5228 -0.2266  0.09
O -1.5348 0.9357 3.1821  0.09
B -0.1347 0.8440 2.8314  -0.68
O 0.5928 1.9126 3.4297  0.06
C -0.2088 2.2910 4.4595  -0.21
C 0.2978 2.6213 5.6954  0.01
C -0.5414 2.3972 6.7790  -0.08
C -1.8001 1.8505 6.6324  -0.08
C -2.3229 1.4761 5.4001  0.00
C -1.5022 1.6911 4.3147  -0.21
H 1.3341 2.9446 5.7642  0.13
H -0.1592 2.6564 7.7433  0.10
H -2.4232 1.6808 7.4986  0.11
H -3.2727 0.9763 5.2621  0.12


3.
# C29H24Cl2F4N3O5Re

C29H24Cl2F4N3O5Re as an isolated structure (ωB97M-V with the def2-TZVPD basis set, the OMol25 dataset).

- Charge: +1
- LUMO (spin up / spin down): -0.1324 / -0.1575 hartree
- <S²>: 3.77
- HOMO level (spin up / spin down): -0.4047 / -0.4128 hartree
- Kohn-Sham gap (spin up / spin down): 7.4 / 6.9 eV
- Energy: -3057.913302 hartree
- ΔE to the lowest compared entry with this formula, charge and spin: 1.99 kJ/mol
- Spin multiplicity: 4

Last column: Löwdin charge in e.
CARTESIAN COORDINATES (ANGSTROEM)
Re -0.5202 -0.6091 0.5327  1.76
C -4.3035 -1.2431 -0.1095  -0.07
C -3.6702 -0.0011 0.4960  -0.22
N -2.3987 0.4330 -0.1627  -0.27
C -2.5256 0.4226 -1.6542  -0.25
C -3.5448 1.3916 -2.2349  -0.05
C -2.0977 1.8260 0.3123  -0.16
C -0.7521 2.2600 -0.2297  -0.16
N 0.1267 1.1027 -0.1595  -0.17
C 1.4864 1.2746 -0.4891  -0.17
C 1.9401 1.0517 -1.7834  -0.15
F 1.0533 0.7567 -2.7492  0.10
C 3.2868 1.1215 -2.0895  -0.21
F 3.6790 0.8887 -3.3449  0.11
C 4.2145 1.4231 -1.1134  0.10
C 3.7723 1.6576 0.1749  -0.20
F 4.6476 1.9450 1.1366  0.12
C 2.4261 1.5920 0.4868  -0.16
F 2.0157 1.8035 1.7345  0.13
H -5.0592 -1.6258 0.5757  0.10
H -3.5807 -2.0419 -0.2892  0.06
H -4.8002 -1.0280 -1.0548  0.08
H -3.4347 -0.1407 1.5511  0.11
H -4.3846 0.8242 0.4486  0.13
H -2.7937 -0.5932 -1.9376  0.09
H -1.5352 0.6250 -2.0615  0.10
H -4.5232 1.3020 -1.7627  0.08
H -3.6724 1.1640 -3.2930  0.09
H -3.2189 2.4281 -2.1655  0.08
H -2.0791 1.7906 1.3981  0.12
H -2.8923 2.5053 0.0024  0.13
H -0.3699 3.0891 0.3724  0.14
H -0.8255 2.6144 -1.2651  0.13
H 5.2672 1.4833 -1.3521  0.15
Cl 3.7953 -2.1232 2.4699  0.79
C 3.1790 -2.5212 0.9176  -0.58
C 3.8825 -3.4212 0.0908  -0.10
C 3.4116 -3.7542 -1.1469  -0.60
Cl 4.2941 -4.8656 -2.1312  0.75
C 2.1987 -3.1984 -1.6324  -0.15
C 1.6192 -3.4733 -2.8860  0.03
C 0.4300 -2.8814 -3.2218  -0.01
C -0.1948 -2.0220 -2.3133  -0.09
N 0.3164 -1.7384 -1.1277  -0.01
C 1.5160 -2.3083 -0.7875  -0.15
C 2.0010 -1.9553 0.4940  -0.36
O 1.2596 -1.1250 1.2147  -0.21
H 4.8097 -3.8444 0.4519  0.12
H 2.1182 -4.1471 -3.5689  0.11
H -0.0388 -3.0650 -4.1773  0.12
H -1.1333 -1.5531 -2.5663  0.10
O -1.1258 -0.7395 4.4649  0.16
C -1.0351 -0.9543 3.2943  -0.53
O -1.1084 -0.0173 2.3361  -0.19
C -0.7793 -2.3158 2.6956  -0.15
C -1.4851 -2.6880 1.5412  -0.14
C -1.1483 -3.8683 0.8308  0.03
C -0.0820 -4.5736 1.2983  -0.21
O 0.5110 -5.6680 0.7588  0.06
C 1.5070 -6.0895 1.6964  -0.08
O 1.6096 -5.0596 2.6882  0.07
C 0.5939 -4.2057 2.4699  -0.19
C 0.2628 -3.0946 3.2010  0.09
H -2.4400 -2.2144 1.3430  0.09
H -1.7094 -4.1936 -0.0351  0.13
H 2.4626 -6.1959 1.1872  0.14
H 1.1935 -7.0190 2.1730  0.15
H 0.8148 -2.7912 4.0789  0.15


4.
# C29H24N4O7SnTe

C29H24N4O7SnTe as an isolated structure (ωB97M-V with the def2-TZVPD basis set, the OMol25 dataset).

- Charge: -1
- LUMO (spin up / spin down): 0.0534 / 0.0533 hartree
- <S²>: 0.78
- HOMO level (spin up / spin down): -0.0942 / -0.1852 hartree
- Kohn-Sham gap (spin up / spin down): 4.0 / 6.5 eV
- Energy: -2347.391514 hartree
- ΔE to the lowest compared entry with this formula, charge and spin: 0.00 kJ/mol
- Spin multiplicity: 2

Last column: Löwdin charge in e.
CARTESIAN COORDINATES (ANGSTROEM)
Sn -1.2518 0.6571 1.8468  1.23
C 2.1491 -1.5665 3.7622  -0.11
C 1.7577 -2.8972 3.6182  -0.11
C 0.5543 -3.2085 3.0160  -0.06
C -0.2901 -2.1951 2.5289  -0.23
C 0.1015 -0.8472 2.6654  -0.29
C 1.3162 -0.5614 3.2920  -0.13
C -1.5383 -2.4898 1.8237  -0.27
C -2.0160 -3.7780 1.5987  -0.05
C -3.1671 -3.9992 0.8746  -0.06
C -3.8906 -2.8784 0.3525  -0.19
C -5.0538 -3.0117 -0.4144  -0.07
C -5.7254 -1.9069 -0.9140  -0.12
C -5.2309 -0.6355 -0.6452  -0.12
C -4.0804 -0.4726 0.1114  -0.09
C -3.3845 -1.5768 0.6283  -0.25
N -2.2231 -1.3895 1.3441  -0.05
H 3.0905 -1.3209 4.2396  0.09
H 2.3963 -3.6945 3.9817  0.09
H 0.2803 -4.2512 2.9141  0.09
H 1.6158 0.4755 3.3990  0.09
H -1.4707 -4.6230 1.9972  0.09
H -3.5366 -5.0025 0.7002  0.09
H -5.4248 -4.0119 -0.6145  0.10
H -6.6226 -2.0338 -1.5070  0.09
H -5.7411 0.2402 -1.0290  0.09
H -3.7055 0.5232 0.3124  0.02
O 1.8203 3.8199 2.8552  0.02
C 1.6324 2.9857 1.9703  -0.64
O 0.7333 2.1071 1.8712  -0.22
C 2.6294 2.9954 0.7995  -0.07
C 3.6763 3.9061 0.7888  0.08
C 4.5736 3.8884 -0.2645  -0.12
C 4.4774 2.9951 -1.3138  0.07
C 3.4240 2.1035 -1.2693  -0.11
C 2.4961 2.0881 -0.2415  0.06
N 3.2946 1.1311 -2.3703  -0.34
O 2.3846 0.3273 -2.3107  0.07
O 4.1087 1.1799 -3.2721  0.08
N 5.6888 4.8554 -0.2802  -0.35
O 6.4605 4.8143 -1.2204  0.06
O 5.7807 5.6283 0.6501  0.08
H 3.7668 4.6062 1.6071  0.13
H 5.1880 2.9940 -2.1239  0.13
H 1.6592 1.4005 -0.2318  0.09
O -0.3214 0.3140 -0.2726  -0.35
N -0.0442 -0.9363 -0.6025  -0.16
C 1.1088 -1.4871 -0.1896  -0.02
C 1.3946 -2.8005 -0.4925  -0.03
C 0.4808 -3.5494 -1.2137  -0.05
C -0.6973 -2.9518 -1.6368  -0.03
C -0.9416 -1.6364 -1.3187  -0.01
H 1.7408 -0.8408 0.3982  0.14
H 2.3205 -3.2243 -0.1324  0.12
H 0.6802 -4.5878 -1.4408  0.11
H -1.4471 -3.4978 -2.1903  0.12
H -1.8342 -1.0931 -1.5911  0.10
C -3.1078 3.5562 -3.2845  -0.50
Te -2.1876 2.0203 -2.1123  1.17
C -0.2465 2.8840 -2.2359  -0.45
H -4.1713 3.3312 -3.3506  -0.02
H -2.6840 3.5847 -4.2859  -0.01
H -2.9792 4.5188 -2.7946  -0.01
H -0.1115 3.3088 -3.2289  0.00
H 0.4601 2.0734 -2.0818  -0.04
H -0.1156 3.6436 -1.4693  0.01


Q: Among the records above, which one has the highest spin multiplicity?
A: C29H24BClIrO2P


Q: Which of these has the lowest charge?
A: C29H24N4O7SnTe